The following is a DFT calculation (wB97M-V/def2-TZVPD) of a structure of composition C2H4OS2 at a distorted geometry.

Structure (XYZ):
```
9
Properties=species:S:1:pos:R:3:forces:R:3:lowdin_spin:R:1
C 0.318 0.293 0.449 -3.9 -3.2 -1.1 0.097
C -0.501 -0.705 -1.004 0.5 0.4 3.5 -0.003
O 1.106 1.239 -0.019 1.5 2.2 0.0 0.018
S 0.675 -0.747 1.867 3.4 -2.3 -0.2 0.947
S -0.908 0.598 1.801 -2.3 2.6 -1.1 0.935
H -1.223 -1.467 -0.499 1.7 1.3 -0.7 0.002
H 0.295 -1.168 -1.608 -0.3 0.2 0.5 0.000
H -1.124 -0.036 -1.580 0.2 0.5 0.0 0.001
H 1.361 1.994 0.595 -0.7 -1.6 -0.7 0.003
```
Positions in Å, forces in eV/Å.

The energy above the lowest of the compared OMol25 structures with the same formula, charge and spin is 33.52 kcal per mole. As for the orbital gap (spin up / spin down): 6.5 / 7.7 eV. The spin multiplicity is 3. Its lowest unoccupied orbital energy (spin up / spin down) is 0.021 / -0.074 hartree. For the HOMO energy (spin up / spin down), the calculation gives -5.91 / -9.77 eV.



The following is a DFT calculation (wB97M-V/def2-TZVPD) of a cluster of 9 separate species, C75H160N8O9 in total at a distorted geometry.

Structure (XYZ):
```
252
Properties=species:S:1:pos:R:3:forces:R:3:mulliken_charge:R:1
C -19.251 5.473 17.456 -0.1 0.5 1.0 -1.886
C -20.011 4.177 17.714 0.4 -1.3 -0.7 2.378
C -18.983 3.045 17.300 -0.2 1.1 0.0 -0.780
C -19.268 1.696 17.834 -0.7 -1.2 0.6 -0.959
C -19.559 1.697 19.360 1.2 1.0 -1.4 -0.239
C -20.669 2.707 19.789 1.8 -0.7 0.2 1.402
N -20.358 4.046 19.171 2.0 -1.9 -0.8 0.667
O -21.187 5.062 19.596 -1.0 0.3 0.1 0.476
C -22.011 2.124 19.466 -1.1 0.3 -0.5 -1.600
C -20.473 2.759 21.332 -0.7 1.9 -0.5 -1.648
C -21.157 4.094 16.682 -0.6 -0.5 0.0 -1.764
H -18.914 5.598 16.427 0.0 -0.4 0.0 0.664
H -18.394 5.445 18.129 0.2 0.3 0.0 0.254
H -19.831 6.364 17.698 -0.1 0.0 0.1 -0.439
H -18.964 2.960 16.213 -0.3 0.3 -0.2 0.487
H -17.939 3.275 17.510 0.0 0.6 0.6 -0.402
H -18.382 1.110 17.591 -0.1 -0.5 0.2 0.567
H -20.082 1.278 17.241 -0.3 -0.3 0.2 0.431
H -18.613 2.039 19.778 0.1 0.5 0.3 -0.662
H -19.609 0.708 19.815 -0.9 -0.1 -0.2 0.623
H -22.158 1.907 18.408 0.5 -0.4 -0.1 0.309
H -22.150 1.231 20.075 -0.2 -0.1 -0.2 0.452
H -22.839 2.814 19.630 0.0 0.2 0.6 0.170
H -19.539 3.250 21.605 0.3 -0.3 -0.3 -0.036
H -21.212 3.490 21.660 -0.4 -0.3 0.5 0.341
H -20.571 1.815 21.870 -0.2 0.0 -0.3 0.466
H -21.491 3.092 16.411 0.4 -0.5 0.3 0.361
H -20.772 4.499 15.746 -0.3 0.3 0.0 0.513
H -22.109 4.539 16.970 0.3 0.7 0.2 0.049
H -20.552 5.738 19.843 -0.1 0.7 0.3 -0.236
C -22.366 8.868 17.369 -0.4 -0.1 -0.3 -1.340
C -23.718 8.778 18.142 0.8 0.7 1.2 1.777
C -24.404 7.434 17.790 0.6 1.0 0.1 -0.869
C -25.484 7.005 18.766 1.6 0.1 -0.9 -0.888
C -24.835 6.855 20.178 -2.7 -0.2 -1.1 -1.238
C -24.150 8.115 20.692 0.3 0.0 0.9 2.047
N -23.337 8.739 19.628 0.3 -2.1 -0.9 -0.331
O -22.541 9.811 20.078 -0.8 -0.2 -0.4 1.524
C -25.178 9.090 21.277 -0.6 -0.6 0.6 -1.965
C -23.242 7.666 21.894 0.2 0.8 -0.6 -1.923
C -24.652 10.010 17.839 -0.1 -1.1 0.5 -1.681
H -22.548 8.578 16.335 -0.1 0.3 -0.2 0.653
H -21.599 8.168 17.701 -0.3 -0.2 0.5 -0.230
H -21.879 9.843 17.387 -0.4 0.1 0.1 -0.140
H -24.849 7.544 16.801 0.2 0.0 -0.2 0.555
H -23.623 6.674 17.744 0.1 -0.1 0.0 -0.117
H -25.821 6.093 18.274 -0.4 -0.5 0.9 0.521
H -26.295 7.720 18.625 -0.2 0.1 0.8 0.359
H -24.325 5.897 20.272 0.8 0.4 -0.3 0.246
H -25.728 6.683 20.779 0.1 0.1 0.7 0.469
H -25.664 8.606 22.124 -0.1 -0.3 0.1 0.538
H -24.728 9.957 21.760 0.1 0.3 -0.6 0.187
H -26.004 9.315 20.603 0.3 0.4 -0.2 0.399
H -22.905 8.568 22.403 0.5 0.0 -0.2 0.096
H -23.707 7.100 22.701 -0.6 -0.2 -0.4 0.562
H -22.414 7.075 21.502 0.2 0.1 0.1 0.099
H -25.079 9.972 16.837 0.5 0.2 -0.3 0.442
H -24.189 10.971 18.062 0.2 0.0 -0.3 0.099
H -25.547 9.946 18.459 0.0 -0.1 0.3 0.376
H -23.170 10.536 20.091 0.1 0.8 0.2 0.005
C -12.448 5.702 19.578 -0.8 -0.2 1.1 -1.809
C -13.895 5.143 19.462 0.1 -1.6 -0.2 2.162
C -13.787 3.932 18.505 -1.3 -1.1 0.0 -1.449
C -14.906 2.791 18.672 1.5 0.8 0.1 0.510
C -15.169 2.440 20.132 -0.4 0.6 -0.2 -1.352
C -15.308 3.633 21.134 0.6 0.3 0.3 1.730
N -14.261 4.690 20.846 0.2 -1.4 -0.2 0.148
O -14.371 5.771 21.762 0.1 -0.5 -0.6 -0.451
C -16.739 4.216 21.167 0.5 0.0 -0.3 -0.318
C -15.024 3.001 22.550 0.5 0.5 -1.5 -1.935
C -14.886 6.071 18.760 0.6 1.2 1.7 -0.892
H -12.436 6.447 20.373 0.0 1.0 -0.7 0.052
H -12.011 5.936 18.607 -0.1 0.5 0.2 0.404
H -11.817 4.985 20.103 -0.1 -0.7 -0.5 0.531
H -13.881 4.319 17.490 0.1 0.1 -0.1 0.478
H -12.766 3.553 18.559 -0.2 -0.6 0.2 0.430
H -14.600 1.915 18.100 0.5 -0.2 0.3 0.464
H -15.885 2.914 18.211 0.1 1.3 -0.2 -0.788
H -14.455 1.724 20.540 0.1 0.0 -0.1 0.497
H -16.156 1.984 20.046 0.0 -0.5 0.8 0.295
H -16.860 4.956 21.959 0.1 -0.2 0.2 -0.292
H -17.002 4.736 20.246 -0.1 -0.2 -0.3 -0.686
H -17.438 3.397 21.337 -0.1 0.1 0.0 0.666
H -14.058 2.497 22.544 0.2 0.2 -0.2 0.583
H -14.969 3.778 23.313 -0.6 -0.3 0.1 0.066
H -15.746 2.191 22.649 -0.3 0.3 0.7 0.379
H -15.845 5.632 18.483 0.3 -0.2 -0.4 -0.018
H -14.333 6.597 17.982 -0.5 -0.2 -0.4 0.687
H -15.115 6.844 19.493 -0.3 0.5 0.0 -0.486
H -15.088 6.301 21.406 -0.4 0.5 0.1 0.116
C -21.156 12.539 17.496 0.4 1.4 0.5 -0.976
C -21.296 13.776 18.506 0.3 -1.7 -1.0 1.978
C -19.961 14.538 18.506 0.2 0.3 1.0 -1.249
C -19.718 15.516 17.405 -0.2 -0.1 -0.9 -0.177
C -20.919 16.380 17.320 -0.8 1.0 -1.0 -1.843
C -22.264 15.621 17.087 0.8 1.9 -0.2 1.511
N -22.426 14.636 18.155 1.8 2.4 0.0 0.480
O -23.637 14.012 18.076 -1.1 -1.4 -0.4 -0.475
C -23.307 16.775 17.276 -0.8 -1.1 0.5 -1.998
C -22.327 15.089 15.599 -0.5 0.1 0.9 -1.672
C -21.552 13.309 19.941 -0.2 -1.0 -0.4 -1.311
H -20.643 12.864 16.591 -0.4 0.4 -0.3 0.223
H -22.144 12.159 17.234 0.2 -0.4 0.2 0.215
H -20.415 11.823 17.851 -0.6 -0.4 0.5 -0.103
H -19.971 15.119 19.429 0.1 0.2 0.3 0.496
H -19.098 13.879 18.606 -0.3 -0.5 0.0 0.098
H -19.623 15.038 16.430 0.3 -0.4 0.0 -0.013
H -18.826 16.125 17.545 0.1 -0.2 0.2 0.519
H -20.860 17.072 16.479 0.2 -0.1 -0.5 0.570
H -20.943 17.117 18.123 -0.4 -0.5 0.7 0.380
H -23.248 17.596 16.562 0.1 -0.4 -0.3 0.413
H -24.297 16.318 17.284 -0.3 0.2 -0.6 0.419
H -23.285 17.242 18.260 0.6 -0.2 0.2 0.426
H -21.392 14.682 15.215 0.0 -0.1 0.2 0.310
H -23.099 14.321 15.548 0.0 -0.1 0.0 0.300
H -22.643 15.881 14.921 0.1 0.1 0.1 0.471
H -20.712 12.742 20.344 0.3 0.3 0.1 -0.303
H -22.349 12.566 19.956 -0.3 0.1 -0.1 0.188
H -21.855 14.138 20.580 0.3 0.1 0.0 0.660
H -24.134 14.308 18.843 0.0 0.1 0.1 0.351
C -11.442 13.150 21.998 -0.2 0.4 -0.4 -1.967
C -11.971 11.739 22.228 -0.4 -1.0 1.0 1.805
C -11.487 11.363 23.686 0.3 -1.2 -0.9 -1.354
C -12.135 10.074 24.206 -1.2 2.1 -0.4 -0.699
C -13.662 10.319 24.171 0.6 -1.3 -0.4 -1.288
C -14.278 10.588 22.761 2.5 -0.3 -0.4 2.606
N -13.477 11.686 22.138 1.4 -0.1 4.1 0.172
O -14.001 12.237 21.026 -0.5 0.3 -2.1 -0.221
C -14.114 9.320 21.883 -1.6 -0.8 -0.4 -0.680
C -15.742 10.971 22.932 0.8 0.3 -0.6 -1.937
C -11.308 10.756 21.252 0.6 0.6 -0.9 -1.561
H -10.362 13.128 22.142 0.0 0.1 0.0 0.446
H -11.851 13.885 22.691 -0.1 -0.2 0.3 0.432
H -11.640 13.560 21.008 0.0 -0.3 -0.2 0.379
H -10.433 11.082 23.693 0.4 0.5 -0.7 0.455
H -11.507 12.187 24.399 -0.7 0.1 0.0 0.443
H -11.768 9.987 25.229 -0.2 -0.7 0.0 0.437
H -11.918 9.204 23.585 0.4 0.1 0.2 0.166
H -13.897 11.096 24.899 -0.4 0.0 -0.1 0.484
H -14.037 9.332 24.442 -0.8 0.2 0.5 0.307
H -14.890 8.585 22.095 -0.3 -0.2 0.8 -0.341
H -14.413 9.497 20.850 0.5 0.6 -0.3 -0.238
H -13.216 8.702 21.869 0.3 0.7 0.3 0.105
H -16.202 10.265 23.624 -0.3 0.2 -0.1 -0.008
H -15.752 11.995 23.307 -0.3 -0.1 0.3 0.801
H -16.223 10.990 21.954 -0.3 -0.2 0.1 -0.074
H -10.312 11.133 21.018 0.3 0.0 0.1 0.563
H -11.802 10.777 20.281 -0.3 -0.1 0.0 0.018
H -11.169 9.716 21.547 -0.4 0.1 0.3 0.285
H -14.144 13.156 21.264 -0.3 0.2 -0.2 0.268
C -16.658 4.995 25.275 -1.3 0.2 0.6 -1.922
C -18.070 5.709 25.307 -0.1 -0.5 1.1 2.276
C -18.855 5.307 24.061 0.6 0.6 -1.7 -0.014
C -20.351 5.436 23.973 0.1 1.2 1.3 0.985
C -20.908 4.743 25.182 0.5 -0.4 -0.4 -2.097
C -20.289 5.219 26.567 -0.7 -1.1 -2.0 2.254
N -18.822 5.259 26.513 -0.6 -1.2 -3.9 0.401
O -18.204 5.590 27.672 0.4 0.1 1.6 -0.457
C -20.894 6.565 26.857 0.2 0.9 1.0 -2.039
C -20.662 4.111 27.552 0.2 0.4 0.6 -2.103
C -17.913 7.222 25.335 -0.1 0.6 0.3 -1.906
H -16.830 3.926 25.149 0.1 0.0 -0.5 0.509
H -16.149 5.056 26.237 0.0 0.5 0.0 0.600
H -16.012 5.425 24.509 -0.1 -0.2 -0.1 -0.002
H -18.498 6.044 23.342 0.5 -0.4 -0.6 -1.032
H -18.638 4.307 23.685 0.5 -0.1 0.3 0.582
H -20.768 5.046 23.045 0.2 -0.1 0.0 -0.438
H -20.634 6.488 24.007 -0.1 0.3 -0.1 -0.456
H -20.666 3.704 24.957 -0.1 -0.4 0.7 0.392
H -21.989 4.846 25.094 -0.2 -0.1 0.9 0.602
H -20.922 7.264 26.022 0.0 -0.3 -0.3 0.141
H -21.905 6.512 27.261 0.0 -0.1 0.1 0.496
H -20.219 7.043 27.567 -0.3 0.2 0.5 0.405
H -20.386 4.422 28.560 -0.6 0.1 0.3 0.468
H -21.714 3.843 27.447 0.0 0.2 0.4 0.399
H -20.071 3.206 27.408 0.0 0.0 -0.5 0.403
H -17.537 7.577 26.294 0.3 -0.2 0.1 0.591
H -18.884 7.708 25.248 -0.1 -0.1 -0.2 0.217
H -17.268 7.622 24.552 0.1 -0.1 -0.1 0.255
H -17.997 4.694 27.946 0.6 0.2 0.9 0.388
C -17.809 12.069 26.070 0.3 -0.5 -1.0 -1.612
C -19.273 11.598 26.219 1.3 0.4 2.3 1.493
C -19.962 12.765 26.991 -1.0 0.1 -0.1 -1.289
C -20.567 13.880 26.133 1.1 -0.1 -0.4 -0.941
C -21.359 13.300 24.949 0.5 -0.2 0.9 -1.114
C -20.549 12.227 24.118 1.0 0.9 0.0 1.816
N -20.023 11.160 25.069 -1.8 2.4 -0.4 -0.153
O -19.432 10.133 24.346 0.9 -0.2 -0.3 0.925
C -21.528 11.545 23.177 -0.4 0.2 -0.4 -1.744
C -19.425 13.007 23.235 -1.1 0.3 1.2 -1.722
C -19.208 10.419 27.232 -0.7 -0.1 0.4 -1.593
H -17.635 12.753 25.240 0.0 -0.3 -0.3 0.291
H -17.250 11.140 25.963 0.6 0.3 -0.4 0.324
H -17.417 12.613 26.931 -0.3 -0.3 0.3 0.391
H -20.756 12.391 27.639 -0.3 -0.4 -0.2 0.430
H -19.239 13.169 27.699 0.1 0.0 -0.1 0.417
H -19.785 14.543 25.763 0.6 -0.4 -0.5 0.351
H -21.056 14.648 26.733 -0.9 -0.5 0.2 0.509
H -21.726 14.159 24.387 0.2 -0.3 -0.7 0.387
H -22.265 12.828 25.327 0.0 -0.3 0.1 0.470
H -22.287 12.237 22.813 0.1 0.5 0.0 0.674
H -21.050 11.164 22.274 0.0 -0.5 0.2 -0.313
H -22.131 10.802 23.699 0.3 -0.4 0.0 0.417
H -19.942 13.480 22.400 0.0 -0.5 -0.4 0.356
H -19.064 13.889 23.764 0.1 -0.1 0.5 0.541
H -18.517 12.483 22.935 -0.4 -0.5 -0.1 0.068
H -20.234 10.165 27.501 -0.1 -0.2 -0.1 0.525
H -18.735 10.655 28.185 0.2 0.6 -0.1 0.395
H -18.703 9.496 26.947 0.0 0.2 -0.7 -0.121
H -19.992 9.378 24.542 -0.1 -0.2 -0.1 -0.100
C -16.032 9.201 16.492 -0.9 1.1 -0.1 -1.412
C -14.931 10.234 16.772 1.2 -0.3 -0.2 2.250
C -14.158 10.572 15.458 -1.0 -0.2 0.0 -1.482
C -14.900 11.475 14.470 0.8 -0.2 0.1 -0.626
C -15.256 12.752 15.135 -0.3 0.3 1.8 -1.349
C -16.029 12.565 16.489 -0.1 0.3 0.2 1.312
N -15.337 11.543 17.389 1.4 0.5 -3.3 0.266
O -15.923 11.414 18.637 -0.6 -0.4 0.3 0.479
C -15.966 13.987 17.161 -0.2 -1.7 -0.1 -1.794
C -17.508 12.197 16.267 0.9 0.9 0.2 -1.227
C -13.866 9.499 17.682 -1.3 0.0 0.0 -1.996
H -16.712 9.562 15.720 -0.1 0.2 0.0 0.336
H -16.631 9.120 17.399 0.0 -0.5 0.0 -0.105
H -15.712 8.236 16.100 0.5 0.0 0.5 0.407
H -13.196 10.996 15.744 0.0 0.1 -0.2 0.431
H -14.009 9.659 14.881 0.4 -0.4 0.5 0.359
H -15.758 10.979 14.017 -0.1 -0.1 0.1 0.359
H -14.184 11.692 13.676 -0.1 -0.1 -0.3 0.444
H -15.772 13.469 14.496 -0.4 -0.1 0.0 0.330
H -14.350 13.269 15.450 0.4 -0.1 -0.2 0.447
H -14.910 14.215 17.302 -0.2 0.2 0.5 0.572
H -16.412 14.749 16.522 0.0 -0.1 -0.1 0.361
H -16.562 13.897 18.069 0.4 0.4 0.3 0.186
H -17.932 11.976 17.246 -0.2 -0.5 -0.2 0.048
H -17.965 13.132 15.941 -0.4 -0.2 -0.4 0.305
H -17.583 11.414 15.513 -0.5 0.0 0.3 0.360
H -13.237 10.169 18.268 0.3 0.1 -0.4 0.616
H -13.336 8.773 17.065 0.5 0.4 -0.2 0.560
H -14.345 8.826 18.394 -0.4 0.3 0.3 -0.312
H -15.112 11.286 19.135 -0.1 0.3 1.0 -0.086
C -17.860 7.979 20.521 0.8 -0.5 0.3 1.104
C -19.156 8.724 20.686 0.5 -1.7 0.5 2.030
C -19.163 10.045 20.065 -0.8 1.8 -0.7 0.643
O -20.108 7.859 20.109 -0.6 -0.8 -0.5 0.644
H -17.489 8.023 19.497 0.1 0.3 0.0 -0.666
H -17.970 6.917 20.740 -0.3 -0.1 0.1 -0.229
H -17.098 8.315 21.225 0.2 0.4 -0.2 -0.420
H -19.383 8.818 21.748 0.0 0.1 0.3 -0.621
H -18.911 10.794 20.816 0.4 0.3 -0.2 -0.039
H -20.185 10.268 19.759 -0.3 0.2 0.2 -0.836
H -18.606 10.159 19.136 0.5 -0.2 0.2 -0.330
H -20.962 8.296 20.098 -0.4 0.1 -0.1 -0.908
```
Positions in Å, forces in eV/Å.

The energy above the lowest of the compared OMol25 structures with the same formula, charge and spin is 81.22 kcal per mole. As for the orbital gap: 8.3 eV. As for the SMILES: CC1(C)CCCC(C)(C)N1O.CC1(C)CCCC(C)(C)N1O.CC1(C)CCCC(C)(C)N1O.CC1(C)CCCC(C)(C)N1O.CC1(C)CCCC(C)(C)N1O.CC1(C)CCCC(C)(C)N1O.CC1(C)CCCC(C)(C)N1O.CC1(C)CCCC(C)(C)N1O.CC(C)O. Its lowest unoccupied orbital energy is 0.018 hartree. For the HOMO energy, the calculation gives -7.80 eV.



For the records above, the corresponding energy values read -25852.218, -110705.547 eV.